Entry 1:
Molecular formula: C28H40ClN7O4P2Ti
Method: DFT, the ωB97M-V functional and the def2-TZVPD basis

The value obtained for the HOMO energy is -5.67 eV. The value obtained for the calculated total energy is -102520.376 eV. Its HOMO-LUMO gap is 5.87 eV.

Structure (XYZ):
```
83
Properties=species:S:1:pos:R:3:forces:R:3
N 1.540939 0.042339 -0.351461 0.0011 0.0867 -0.7808
H -1.572064 3.451195 -3.484529 0.0185 0.0179 -0.0077
C -2.189990 3.429703 0.728229 1.1080 -1.5907 0.0350
C 1.494964 4.061360 3.832957 -0.0565 -0.0762 -0.0023
C -0.302950 -2.473836 -1.921317 -0.0711 -0.0038 -0.2046
H -0.301221 -2.675392 0.088256 0.1727 -0.3601 -0.1156
C 2.049532 -0.905481 5.872226 -0.0330 0.0522 -0.0655
H -0.175737 -2.280461 -4.010122 -0.0032 -0.1196 0.0405
H 2.051442 -3.169877 -1.046826 -0.0080 0.0269 -0.0237
N 0.471149 -0.435230 -3.165591 -0.1772 0.0616 0.3485
C -1.303569 0.023380 5.605389 0.0798 0.0414 -0.1035
H -2.692040 1.626643 -2.476403 -0.3535 0.1133 -0.1025
H 0.098077 2.439725 -2.178556 -0.0501 -0.0600 0.0581
H 1.986296 0.862430 0.039604 -0.0542 0.0837 -0.0088
H 2.985765 -1.035085 -1.448774 0.0118 0.0499 0.0356
H -0.621015 4.378321 3.780795 -0.0475 -0.0408 -0.0621
H -3.883543 1.897321 -1.175465 -0.0904 0.0775 -0.1005
C -0.129483 2.293598 3.700380 0.0367 -0.1703 0.0685
C 2.639349 -2.201206 3.936270 -0.0820 0.1572 -0.0454
C 2.518963 3.125319 3.822059 0.0570 0.0755 0.0047
P 0.564827 -0.435425 3.498754 0.4925 0.2973 1.2030
O -0.513887 1.493385 0.931161 0.5191 -1.7046 0.4384
C -2.722483 -2.287467 4.999873 -0.0458 -0.0741 0.0303
C 3.000796 -1.586887 6.612339 0.0027 0.0005 0.0915
H 3.133609 -1.359339 7.662370 0.0123 0.0361 -0.0145
H 0.713013 -0.094233 -4.086536 0.0224 -0.0087 0.0072
C 1.674427 -2.404841 -0.363716 0.1361 0.1943 0.0487
C -3.461249 4.527917 -0.986040 0.2766 -0.3549 -0.0095
H 1.451141 -0.131844 6.338605 0.0023 -0.0216 0.0395
C 0.891203 1.345172 3.721454 0.0182 -0.0895 -0.3991
H 4.205440 -3.643573 4.207786 -0.0076 0.0008 -0.0083
Ti -0.359686 -0.362447 0.564991 1.2009 1.0503 -0.1492
H 3.212619 -1.041042 0.307456 0.0075 0.0249 -0.0046
H -1.398532 3.580714 1.465684 -0.2160 0.2529 0.2880
N -3.078115 3.631281 -2.059965 -0.6064 0.4936 -0.5684
H -0.749527 0.920500 5.848477 -0.0357 0.0165 0.0270
C -2.396470 -0.342467 6.374723 -0.0627 -0.0666 0.0537
H -2.689600 0.265428 7.220845 -0.0020 0.0316 -0.0242
Cl -2.516675 -0.326008 1.758482 -1.6691 0.5264 0.5766
H -3.684927 5.513644 -1.403851 0.0255 0.0064 0.0180
H -1.159855 1.970939 3.632958 -0.0394 0.0691 -0.0518
H -1.346859 -2.154202 -1.914109 0.0192 0.0112 0.0404
H -0.425836 -0.029402 -2.889758 0.1487 0.0162 0.0340
H -3.111211 3.107527 1.213209 -0.0124 0.0531 0.0640
H 1.772206 -2.764507 0.656759 -0.0139 -0.0737 -0.0240
H 0.614977 3.159649 -0.652188 -0.0141 0.0392 -0.0366
O -1.943369 -1.474169 0.853510 -0.2986 -1.2067 -0.5007
H -1.301344 -2.532257 3.394291 -0.0914 -0.0473 0.0004
N 0.574949 -1.034567 2.063484 -0.3639 0.3232 0.0235
C 0.172362 3.642528 3.771479 0.0302 0.1577 0.0672
H 1.402567 -2.297625 -3.240482 -0.0064 -0.0271 0.0164
H -1.360613 6.135609 -1.018450 0.0006 -0.0261 -0.0267
H 2.468281 -2.417968 2.888566 0.0406 -0.0697 0.0161
C 2.469821 -1.084344 -0.487207 -0.0592 -0.3292 -0.0296
N -0.754344 4.285091 -1.753851 0.2463 -0.0074 -0.1088
C -2.957225 2.261546 -1.623055 1.3051 -1.0826 0.6869
C 1.862811 -1.209593 4.526581 -0.0330 -0.2192 -0.1919
H 3.550365 3.449861 3.876561 0.0028 -0.0228 -0.0339
C 2.217192 1.774987 3.760077 -0.0322 -0.1617 0.0706
C -3.112304 -1.491716 6.067888 0.0238 0.0350 -0.0085
H 3.011858 1.037095 3.759850 0.0386 0.0641 0.0089
C -0.922701 -0.754958 4.514575 0.0627 -0.2619 -0.1786
H -2.093012 5.111930 -3.115889 0.0580 0.0021 0.0053
N 0.246051 -2.144090 -0.584627 -0.2852 -0.2520 -0.2983
P -1.456618 1.884512 -0.330931 -2.4109 5.3599 -2.8686
H 4.523903 -3.098702 6.596310 -0.0147 -0.0097 0.0119
C -1.628607 -1.925410 4.231429 0.1563 0.1127 0.0095
C 3.599421 -2.877102 4.673914 0.0704 -0.0359 0.0896
O -3.243347 0.692711 0.903009 -0.1177 -0.1997 0.5160
C 0.389248 -1.892093 -3.154318 0.1235 0.0770 0.1536
H -3.272064 -3.192056 4.772896 0.0093 0.0102 -0.0321
C -0.259951 2.985251 -1.294232 0.0859 -0.3291 0.2628
H -4.350923 4.131410 -0.492977 -0.0333 0.0618 -0.0117
H -0.385563 5.153266 0.103109 0.0064 0.0609 -0.0066
H 1.179429 0.250107 -1.296735 0.2678 0.2226 0.1209
H 1.724364 5.117647 3.887052 0.0039 0.0025 0.0062
C -1.867498 4.132684 -2.682566 -0.1247 -0.1075 0.1295
N -2.396996 4.647647 -0.007980 -0.2720 0.7717 0.3257
O -1.296531 0.469748 -1.047765 1.1284 -1.8105 1.2162
C -1.184068 5.123253 -0.642706 -0.0957 -0.1852 -0.0382
H -3.973939 -1.766262 6.662338 0.0116 -0.0143 0.0110
H -0.277385 -3.561210 -2.056177 -0.0671 -0.0022 0.0471
C 3.777071 -2.572594 6.015945 0.0160 -0.0029 -0.0989
```
Forces are in eV/Å.



Entry 2:
Molecular formula: C28H40N2NaO7S2SbSe
Method: DFT, the ωB97M-V functional and the def2-TZVPD basis

The value obtained for the HOMO energy is -2.22 eV. The charge is -2. The value obtained for the calculated total energy is -144968.333 eV. Its HOMO-LUMO gap is 6.05 eV.

Structure (XYZ):
```
82
Properties=species:S:1:pos:R:3:forces:R:3
C -2.396507 -0.635071 -0.575857 0.0696 -0.0316 0.0688
C 0.019572 -3.512342 -0.603838 -0.1355 -0.0810 -0.0349
H -4.561054 4.278704 0.653316 0.0017 -0.0136 0.0012
H -0.889024 -3.051596 -1.008650 0.0329 0.0047 -0.0085
H 4.744582 2.954428 1.076359 0.0115 0.0059 0.0142
O 0.334040 3.154871 -3.651063 0.0666 -0.0231 0.0408
H 0.162497 -2.867326 -3.526145 0.0209 0.0636 -0.0156
H -0.586690 -5.508424 -1.180653 -0.0088 -0.0053 0.0013
H -3.177518 6.255999 1.276069 -0.0393 -0.0201 0.0037
Sb 1.442343 -1.855527 -0.745668 -0.1364 0.1918 0.1251
H 4.204101 -0.846062 0.216915 -0.0246 -0.0110 -0.0032
H 3.938544 -3.131312 -2.719216 -0.0264 0.0076 -0.0066
H -5.865349 -2.170982 0.172328 0.0046 0.0009 0.0028
C 0.147225 0.976110 2.758211 0.0182 -0.2726 -0.0813
C -3.168601 -1.170795 -1.602046 0.0215 -0.0160 -0.0102
H 3.221697 1.635465 -0.405591 -0.0070 0.0144 -0.0191
H 3.202893 -3.087529 -4.320726 -0.0056 0.0169 -0.0105
O 0.209619 0.907910 -2.130050 0.2183 0.2874 -0.2988
H 4.658004 -1.960616 -1.064153 0.0031 -0.0048 0.0375
H -1.068546 -4.464534 1.021487 -0.0131 -0.0028 0.0008
C 2.213993 2.250155 3.241671 0.2600 0.0803 -0.0130
H -3.976273 4.941262 -2.272490 0.0451 0.0177 -0.0067
C -0.219151 1.214357 4.075364 0.0627 0.1181 0.1752
H -1.156263 0.824707 4.444031 -0.0078 -0.0218 -0.0367
H 0.318413 -4.661767 -2.436095 0.0067 0.0031 0.0130
H -2.035623 4.074825 1.077739 0.0341 -0.0145 0.0074
C 3.149810 -2.755876 0.301156 0.1063 -0.0254 0.0637
C 0.581497 1.955842 4.961326 -0.0622 -0.0467 -0.0391
H 2.569319 -1.071280 -2.975872 -0.0075 0.0001 0.0285
C 1.440834 1.497085 2.327994 -0.3324 -0.2044 0.2744
H 3.661142 -4.530399 -0.866413 0.0090 0.0210 -0.0293
C 0.247463 -4.815812 -1.358550 0.0649 -0.0511 -0.0385
C 0.788011 -1.979835 -3.677525 -0.0601 -0.0464 -0.0004
H 2.400600 3.061023 5.239465 -0.0026 -0.0004 0.0056
H -0.484188 -2.845567 1.416856 -0.0046 0.0173 -0.0093
H 2.543525 -4.141678 -3.073074 -0.0558 -0.0251 0.0132
S -2.147876 0.046647 2.220282 -0.0668 -0.1470 0.1285
C 3.443963 2.769099 2.768493 -0.0359 -0.0166 -0.0287
H 0.641221 -4.202483 1.369466 -0.0002 -0.0019 -0.0060
S -2.184273 3.742991 -1.213124 0.1102 -0.4178 -0.1735
C -0.235798 -3.765207 0.880991 0.0172 0.0066 0.0499
C 2.054793 -2.026173 -2.824910 0.0583 0.0520 -0.1163
H 4.056613 3.356288 3.446056 0.0013 -0.0018 0.0007
H 4.366517 -4.491930 0.748371 0.0037 -0.0011 0.0067
H 2.657219 -4.869785 0.536641 -0.0262 0.0196 0.0026
H -2.765813 -1.140915 -2.606850 -0.0207 0.0051 -0.0190
C 2.982985 -3.156815 -3.247039 0.0401 -0.0806 0.0202
N -0.631332 0.267738 1.850906 0.0459 0.2365 0.2092
C -4.414068 -1.720225 -1.349851 0.0549 0.0164 -0.0223
H 5.245537 -2.230879 0.577818 -0.0011 0.0055 0.0126
C -3.922426 4.281572 -1.403544 -0.0973 0.1873 0.1523
Se 0.949256 2.391703 -2.348652 0.1088 -0.1887 -0.0646
O 2.572140 2.166463 -2.455315 -0.1912 0.0344 -0.0319
C -4.894857 -1.740401 -0.047178 -0.0206 -0.0073 0.0159
H -2.905074 6.607710 -0.429459 0.0162 -0.0007 0.0003
C -4.326421 5.009286 -0.124074 -0.0205 -0.0458 -0.0150
H -4.478276 3.369071 -1.610840 -0.0249 0.0029 0.0079
C -1.946012 4.787733 0.254396 -0.0385 0.1040 0.0123
C 3.467674 -4.239967 0.167855 -0.0075 -0.0523 -0.0516
H -4.497156 -1.236795 1.997039 0.0273 0.0178 0.0186
H 2.876064 -2.564418 1.345213 -0.0037 -0.0124 -0.0061
O 0.595035 3.247404 -0.955860 0.0326 0.1029 -0.3474
H -5.206240 5.640918 -0.271809 0.0113 0.0222 0.0160
H 1.045817 -1.943226 -4.742998 0.0035 0.0242 -0.0070
O -2.352761 -0.966530 3.250679 -0.0257 -0.0478 -0.1210
C 2.983435 1.779776 0.645656 0.0685 -0.0078 -0.1142
C 1.778038 2.478997 4.568926 0.0208 -0.0034 -0.0382
C 3.827254 2.546378 1.480644 -0.0377 -0.0414 -0.0056
H -0.933244 5.182902 0.225964 -0.0107 0.0532 -0.0348
H -1.438985 -0.237166 -0.883387 0.0155 -0.0146 0.1921
O -2.890773 1.274160 2.467738 0.0368 -0.0013 -0.0509
C -3.084660 5.799954 0.287726 0.0499 0.0280 0.0261
H 1.159957 -5.325531 -1.043503 0.0237 0.0108 0.0341
N 1.857108 1.263443 1.057590 -0.3344 0.0626 0.2312
O -2.313056 2.351086 -0.665020 -0.3315 0.1857 -0.1398
H 0.204535 -1.086766 -3.441876 0.0089 0.0319 0.0023
H -5.003705 -2.131472 -2.160983 -0.0063 -0.0034 0.0028
C 4.378093 -1.900693 -0.008228 0.0327 0.0430 -0.0332
C -2.880391 -0.652569 0.727578 0.0132 -0.0791 0.0494
Na -0.394748 1.455779 -0.061067 0.4393 0.0214 0.0258
C -4.131158 -1.212336 0.979291 -0.0901 -0.0500 -0.0070
H 0.220915 2.106771 5.973639 0.0233 0.0161 0.0015
```
Forces are in eV/Å.